(1)
Density functional theory data (ωB97M-V/def2-TZVPD) for C39H62FeN4O2S4 as an isolated structure.

Output
**Charge**: -2
**Spin multiplicity**: 5
**Kohn-Sham gap (spin up / spin down)**: 5.3 / 5.6 eV

CARTESIAN COORDINATES (ANGSTROEM)
Fe -1.55 0.04 -1.46
C -3.62 -3.24 -1.88
N -2.32 -2.88 -1.34
C -1.28 -3.63 -2.03
C -2.28 -3.06 0.10
C -2.77 -1.82 0.83
N -1.81 -0.72 0.82
C -2.49 0.53 1.29
C -1.53 1.62 1.65
C -1.35 1.96 2.98
C -0.39 2.87 3.39
C 0.42 3.40 2.38
C 0.30 3.08 1.04
C -0.73 2.17 0.62
O -0.90 1.83 -0.61
C 1.34 3.58 0.02
C 2.35 4.55 0.63
C 0.65 4.32 -1.14
C 2.10 2.35 -0.51
C -0.15 3.15 4.87
C -1.48 3.39 5.61
C 0.73 4.39 5.10
C 0.56 1.94 5.51
C -0.60 -1.03 1.61
C 0.50 -1.84 0.98
C 1.14 -2.78 1.78
C 2.29 -3.45 1.37
C 2.78 -3.12 0.11
C 2.18 -2.20 -0.75
C 0.98 -1.55 -0.34
O 0.33 -0.74 -1.10
C 2.89 -1.96 -2.10
C 2.18 -1.01 -3.08
C 4.28 -1.36 -1.82
C 3.05 -3.31 -2.84
C 2.91 -4.54 2.25
C 1.95 -5.74 2.31
C 3.13 -4.01 3.68
C 4.26 -5.02 1.72
H -3.83 -4.31 -1.73
H -3.64 -3.02 -2.95
H -4.40 -2.65 -1.41
H -1.41 -4.72 -1.90
H -0.30 -3.35 -1.64
H -1.31 -3.40 -3.09
H -1.25 -3.26 0.39
H -2.89 -3.93 0.40
H -3.02 -2.09 1.87
H -3.68 -1.46 0.35
H -3.13 0.30 2.15
H -3.14 0.85 0.47
H -1.98 1.45 3.72
H 1.20 4.09 2.67
H 1.85 5.43 1.05
H 3.03 4.90 -0.16
H 2.95 4.08 1.41
H 0.19 5.25 -0.79
H -0.14 3.70 -1.55
H 1.37 4.56 -1.93
H 2.66 1.88 0.30
H 2.81 2.64 -1.30
H 1.40 1.62 -0.91
H -2.00 4.25 5.19
H -1.29 3.57 6.68
H -2.14 2.52 5.53
H 0.29 5.27 4.62
H 1.73 4.24 4.71
H 0.81 4.58 6.18
H -0.06 1.04 5.42
H 0.77 2.12 6.57
H 1.50 1.75 4.99
H -0.90 -1.50 2.55
H -0.15 -0.07 1.86
H 0.72 -2.97 2.76
H 3.70 -3.60 -0.22
H 2.08 -0.01 -2.66
H 1.18 -1.36 -3.34
H 2.79 -0.94 -3.99
H 4.16 -0.40 -1.31
H 4.82 -1.19 -2.76
H 4.88 -2.02 -1.19
H 2.07 -3.76 -3.01
H 3.65 -4.02 -2.27
H 3.54 -3.15 -3.81
H 0.98 -5.44 2.70
H 2.35 -6.53 2.96
H 1.80 -6.15 1.31
H 2.19 -3.71 4.14
H 3.80 -3.14 3.65
H 3.59 -4.78 4.31
H 4.16 -5.48 0.73
H 4.67 -5.78 2.39
H 4.97 -4.19 1.65
S -5.04 -0.37 -4.74
C -3.86 -0.27 -3.52
S -4.24 0.11 -1.90
S -2.19 -0.56 -3.87
S -3.51 3.86 -1.48
C -3.29 3.50 -3.10
N -2.08 3.21 -3.60
C -1.80 3.11 -5.02
C -2.99 2.55 -5.77
C -4.26 3.29 -5.41
N -4.32 3.60 -3.98
H -1.39 2.96 -2.92
H -0.94 2.45 -5.16
H -1.53 4.10 -5.41
H -3.11 1.50 -5.51
H -2.82 2.61 -6.84
H -5.12 2.67 -5.66
H -4.34 4.23 -5.97
H -5.21 3.56 -3.53


(2)
Density functional theory data (ωB97M-V/def2-TZVPD) for C39H62N6OP2SSi2Tl as an isolated structure.

Output
**Charge**: +1
**Relative energy (zero: lowest compared OMol25 entry of this formula, charge and spin)**: 0.274 eV
**Kohn-Sham gap**: 8.0 eV

CARTESIAN COORDINATES (ANGSTROEM)
Tl -0.86 -0.93 -0.24
N 0.16 -3.21 -0.15
C -0.70 -4.07 0.67
C -2.07 -4.11 0.02
N -2.70 -2.77 -0.03
C -3.63 -2.65 -1.17
C -3.74 -1.25 -1.77
N -2.41 -0.66 -2.00
C -3.34 -2.50 1.27
C -3.75 -1.05 1.48
N -2.63 -0.16 1.18
H 0.33 -3.66 -1.06
H 1.06 -3.03 0.29
H -0.74 -3.64 1.67
H -0.32 -5.09 0.76
H -2.72 -4.82 0.53
H -1.94 -4.47 -1.00
H -4.63 -2.99 -0.89
H -3.27 -3.32 -1.95
H -4.30 -0.57 -1.14
H -4.30 -1.33 -2.70
H -2.43 0.36 -2.03
H -1.99 -0.98 -2.87
H -2.61 -2.76 2.03
H -4.21 -3.15 1.41
H -4.10 -0.94 2.50
H -4.60 -0.79 0.84
H -1.99 -0.07 1.96
H -2.91 0.78 0.91
C 0.84 -3.05 3.97
Si 0.08 -1.34 3.82
C 0.83 -0.18 5.10
C -1.71 -1.47 4.39
N 0.14 -0.77 2.19
P 1.36 -0.03 1.44
C 1.05 0.09 -0.27
P 0.53 1.56 -1.04
N -0.98 1.95 -0.76
Si -2.11 3.21 -0.89
C -3.72 2.50 -1.58
C -1.68 4.65 -2.01
C -2.53 3.87 0.82
C 0.74 1.23 -2.83
C 1.86 0.55 -3.32
C 2.06 0.39 -4.68
C 1.12 0.88 -5.58
C -0.03 1.51 -5.11
C -0.20 1.69 -3.74
C 1.70 2.92 -0.71
C 1.27 4.05 -0.03
C 2.15 5.10 0.22
C 3.46 5.03 -0.22
C 3.90 3.89 -0.89
C 3.03 2.85 -1.14
C 1.71 1.58 2.21
C 2.99 2.13 2.26
C 3.20 3.35 2.87
C 2.14 4.04 3.44
C 0.85 3.51 3.38
C 0.64 2.28 2.76
C 2.91 -0.98 1.63
C 3.40 -1.72 0.55
C 4.50 -2.55 0.70
C 5.14 -2.65 1.93
C 4.68 -1.90 3.01
C 3.57 -1.07 2.86
H 1.37 -3.19 4.92
H 0.07 -3.84 3.92
H 1.56 -3.24 3.17
H 0.95 -0.74 6.04
H 1.79 0.27 4.84
H 0.14 0.65 5.30
H -1.70 -1.63 5.47
H -2.27 -0.54 4.22
H -2.27 -2.31 3.96
H -3.63 2.14 -2.61
H -4.10 1.67 -0.96
H -4.50 3.27 -1.57
H -1.34 4.34 -3.00
H -2.58 5.27 -2.14
H -0.91 5.30 -1.59
H -3.29 3.25 1.31
H -1.65 3.89 1.47
H -2.94 4.89 0.78
H 2.57 0.12 -2.61
H 2.95 -0.12 -5.04
H 1.28 0.76 -6.65
H -0.77 1.89 -5.81
H -1.08 2.22 -3.38
H 0.26 4.11 0.34
H 1.80 5.97 0.76
H 4.14 5.85 -0.04
H 4.93 3.83 -1.23
H 3.39 1.97 -1.66
H 3.83 1.59 1.82
H 4.20 3.77 2.90
H 2.31 4.99 3.93
H 0.02 4.05 3.82
H -0.36 1.86 2.73
H 2.91 -1.61 -0.41
H 4.87 -3.12 -0.14
H 6.00 -3.30 2.06
H 5.18 -1.95 3.97
H 3.23 -0.49 3.71
C -1.44 -4.25 -5.03
S -0.73 -3.39 -3.64
C 0.59 -2.57 -4.50
O -0.10 -4.43 -2.76
H -0.67 -4.82 -5.55
H -1.91 -3.52 -5.70
H -2.20 -4.93 -4.64
H 1.21 -3.32 -5.00
H 1.17 -2.02 -3.76
H 0.17 -1.86 -5.22


no.,F_max (hartree/bohr),E (eV)
1,0.01244,-129238.68657
2,0.01172,-102297.55576